Entry i
C2H6N3O2 | the ωB97M-V functional and the def2-TZVPD basis

The HOMO-LUMO gap (spin up / spin down) is 6.9594 / 6.9582 eV. For the molecular weight, the calculation gives 104.089 g/mol. Its net charge is +1.

Geometry (Å):
1 C -1.046 -1.183 -0.999
2 C 0.341 0.533 0.087
3 N 0.151 1.353 1.864
4 N 1.567 0.918 -0.089
5 N -0.004 -0.870 0.041
6 O 1.005 2.178 1.867
7 O 1.940 2.043 0.233
8 H -2.001 -0.627 -0.919
9 H -0.668 -0.827 -2.024
10 H -1.174 -2.189 -1.205
11 H -0.523 1.193 -0.006
12 H 0.739 -1.541 0.084
13 H -0.327 -0.979 1.065

***

Entry ii
C2H6N3O2 | the ωB97M-V functional and the def2-TZVPD basis

The HOMO-LUMO gap is 10.1864 eV. For the molecular weight, the calculation gives 104.089 g/mol. Its net charge is +1.

Geometry (Å):
1 C -0.764 0.977 0.586
2 C 1.300 -0.456 -0.964
3 N 0.551 0.921 0.786
4 N -1.477 0.043 0.020
5 N 1.160 -0.186 0.426
6 O 1.884 -1.276 -1.558
7 O -0.857 -1.206 -0.158
8 H -1.327 1.874 0.802
9 H 0.600 0.218 -1.359
10 H 1.123 1.710 1.162
11 H -2.553 -0.060 0.004
12 H -1.272 -1.701 -0.876
13 H 1.631 -0.858 1.129

***

The most stable of them is entry ii.

***

Entry i
C5H13NS | the ωB97M-V functional and the def2-TZVPD basis

The HOMO-LUMO gap is 9.2694 eV. For the molecular weight, the calculation gives 119.233 g/mol.

Geometry (Å):
1 C -0.640 -2.158 0.053
2 N -0.986 -0.776 -0.246
3 C -0.087 0.253 -0.914
4 C 0.708 1.125 0.033
5 C 0.834 0.618 1.466
6 S 2.261 1.169 2.480
7 C -0.962 0.852 -2.014
8 H -0.084 -2.230 0.984
9 H -1.529 -2.781 0.101
10 H 0.039 -2.535 -0.714
11 H -1.581 -0.339 0.443
12 H 0.528 -0.487 -1.449
13 H 1.688 1.124 -0.467
14 H 0.314 2.148 0.070
15 H -0.009 1.027 2.033
16 H 0.593 -0.436 1.512
17 H 2.468 0.196 3.402
18 H -1.742 0.190 -2.367
19 H -1.424 1.742 -1.568
20 H -0.390 1.296 -2.839

***

Entry ii
C5H13NS | the ωB97M-V functional and the def2-TZVPD basis

The HOMO-LUMO gap is 9.5475 eV. For the molecular weight, the calculation gives 119.233 g/mol.

Geometry (Å):
1 C 2.092 0.589 0.630
2 N 0.877 -0.297 0.979
3 C 0.133 -0.654 -0.176
4 C -1.086 0.203 -0.620
5 C -1.955 0.363 0.560
6 S -3.576 1.149 0.365
7 C 1.166 -0.975 -1.394
8 H 1.768 1.209 -0.213
9 H 3.010 0.022 0.267
10 H 2.384 1.232 1.485
11 H 1.116 -1.039 1.663
12 H -0.273 -1.647 0.135
13 H -1.638 -0.373 -1.355
14 H -0.908 1.309 -0.931
15 H -1.487 0.886 1.412
16 H -2.255 -0.598 0.927
17 H -3.476 2.042 1.289
18 H 1.786 -1.834 -1.083
19 H 1.865 -0.160 -1.678
20 H 0.457 -1.428 -2.263

***

The most stable of them is entry i.

***

Entry i
H2NO4S | the ωB97M-V functional and the def2-TZVPD basis

The HOMO-LUMO gap (spin up / spin down) is 6.7889 / 9.3558 eV. For the molecular weight, the calculation gives 112.086 g/mol. Its net charge is -1.

Geometry (Å):
1 N -0.373 -0.485 0.161
2 O 3.427 0.517 -1.318
3 O 1.997 0.863 0.595
4 O 3.835 -0.761 0.815
5 O 0.187 -1.603 -0.350
6 S 2.909 -0.055 -0.069
7 H -0.423 0.330 -0.356
8 H 0.258 -0.146 0.943

***

Entry ii
H2NO4S | the ωB97M-V functional and the def2-TZVPD basis

The HOMO-LUMO gap is 7.8181 eV. For the molecular weight, the calculation gives 112.086 g/mol. Its net charge is -1.

Geometry (Å):
1 N 0.531 0.944 -0.118
2 O 1.731 -0.129 -1.191
3 O 0.265 -1.550 0.327
4 O -1.780 0.085 0.127
5 O 0.885 2.022 0.379
6 S 1.330 -0.526 0.267
7 H -1.858 -0.664 0.722
8 H -1.104 -0.182 -0.512

***

The most stable of them is entry ii.

***

Entry i
CH2N2S4 | the ωB97M-V functional and the def2-TZVPD basis

The HOMO-LUMO gap is 9.0929 eV. For the molecular weight, the calculation gives 170.309 g/mol.

Geometry (Å):
1 C -0.581 -0.531 0.970
2 N -0.997 -0.803 -0.746
3 N -0.792 -1.931 -1.086
4 S -0.103 -2.065 1.710
5 S -0.266 -3.079 -0.128
6 S 2.221 0.042 -0.148
7 S 0.661 0.788 0.860
8 H -1.407 0.010 1.517
9 H 1.731 0.054 -1.364

***

Entry ii
CH2N2S4 | the ωB97M-V functional and the def2-TZVPD basis

The HOMO-LUMO gap (spin up / spin down) is 6.4845 / 6.4838 eV. For the molecular weight, the calculation gives 170.309 g/mol.

Geometry (Å):
1 C -0.901 -0.021 -0.788
2 N 0.047 0.822 -0.252
3 N 0.613 0.454 0.968
4 S -1.111 0.009 -2.457
5 S -2.004 -0.764 0.218
6 S -0.603 0.254 2.161
7 S 1.959 -0.610 0.898
8 H 0.854 1.207 -0.823
9 H 1.148 -1.351 0.076

***

Entry iii
CH2N2S4 | the ωB97M-V functional and the def2-TZVPD basis

The HOMO-LUMO gap is 8.4013 eV. For the molecular weight, the calculation gives 170.309 g/mol.

Geometry (Å):
1 C 0.084 -0.199 0.493
2 N 1.223 -0.949 0.975
3 N 2.332 -0.698 0.537
4 S 0.727 1.353 -0.354
5 S 2.622 0.607 -0.390
6 S -2.749 -0.048 -0.527
7 S -1.027 -1.253 -0.567
8 H -0.636 0.230 1.360
9 H -2.576 0.957 -1.526

***

Entry iv
CH2N2S4 | the ωB97M-V functional and the def2-TZVPD basis

The HOMO-LUMO gap is 7.2776 eV. For the molecular weight, the calculation gives 170.309 g/mol.

Geometry (Å):
1 C -0.808 0.599 -0.401
2 N -1.465 -0.003 0.474
3 N -1.405 -1.198 0.891
4 S 1.280 -1.811 1.672
5 S -0.571 -2.237 1.649
6 S 1.649 1.560 -1.703
7 S 0.530 -0.099 -1.358
8 H -1.070 1.606 -0.784
9 H 1.860 1.581 -0.440

***

The most stable of them is entry iii.